C24H47F4GeIrN3O2Si3 as an isolated structure, computed with ωB97M-V/def2-TZVPD.

Output
- E_HOMO (alpha / beta) (Ha) = -0.588 / -0.587
- energy relative to the best compared isomer or geometry (same formula, charge and spin) (kJ/mol) = 58.87

The geometry in ORCA input format:
```
! RIJCOSX wB97M-V def2-TZVPD def2/J DEFGRID3
* xyz 3 1
Ir 0.201 0.787 -1.544
C -1.731 -0.337 -3.613
N -1.653 0.510 -2.392
C -2.635 -0.002 -1.402
C -2.018 1.913 -2.820
C -1.831 2.866 -1.680
N -0.561 2.501 -1.068
C 0.157 3.369 -0.249
C 1.469 3.050 0.080
F 1.948 1.848 -0.439
C 2.284 3.830 0.864
F 3.530 3.437 1.109
C 1.787 5.003 1.396
C 0.477 5.337 1.117
F -0.047 6.436 1.628
C -0.337 4.541 0.319
F -1.607 4.896 0.105
H -2.769 -0.381 -3.947
H -1.378 -1.337 -3.382
H -1.119 0.102 -4.391
H -3.645 0.166 -1.779
H -2.498 0.498 -0.446
H -2.468 -1.069 -1.286
H -3.027 1.894 -3.234
H -1.319 2.169 -3.618
H -2.644 2.799 -0.953
H -1.816 3.886 -2.063
H 2.407 5.643 2.010
O -0.808 -1.862 2.793
C -0.984 -0.698 2.493
O -0.636 -0.139 1.364
C -1.678 0.262 3.451
N -1.983 -0.496 4.726
C -3.486 -0.430 4.967
C -3.892 0.834 4.233
C -3.036 0.793 2.966
H -0.992 1.072 3.695
H -1.480 -0.093 5.515
H -1.650 -1.461 4.608
H -3.669 -0.438 6.037
H -3.913 -1.326 4.520
H -3.662 1.718 4.832
H -4.959 0.847 4.024
H -2.923 1.767 2.494
H -3.469 0.105 2.237
C 2.499 -1.435 -2.872
Si 1.849 0.258 -3.345
C 1.142 0.214 -5.062
C 3.134 1.606 -3.240
Ge 0.619 -0.927 0.166
Si -0.544 -3.388 -0.568
C 0.727 -4.529 0.113
C -2.107 -3.280 0.410
C -0.741 -3.542 -2.400
Si 2.794 -1.134 1.496
C 2.281 -0.542 3.184
C 4.117 -0.092 0.715
C 3.330 -2.905 1.504
H 3.294 -1.653 -3.596
H 1.754 -2.228 -2.957
H 2.949 -1.469 -1.881
H 2.000 0.103 -5.736
H 0.646 1.145 -5.347
H 0.479 -0.628 -5.257
H 3.537 1.738 -4.249
H 3.966 1.347 -2.585
H 2.748 2.579 -2.932
H 0.818 -4.468 1.196
H 1.704 -4.436 -0.361
H 0.345 -5.531 -0.127
H -1.919 -3.319 1.478
H -2.678 -4.175 0.125
H -2.731 -2.418 0.174
H 0.082 -3.114 -2.972
H -1.696 -3.171 -2.769
H -0.720 -4.621 -2.594
H 1.954 0.501 3.176
H 3.161 -0.595 3.835
H 1.515 -1.179 3.621
H 3.903 0.963 0.627
H 4.443 -0.493 -0.243
H 4.976 -0.187 1.391
H 2.557 -3.596 1.840
H 4.150 -2.980 2.227
H 3.727 -3.233 0.542
*
```

A 3-piece molecular cluster, C24H47F5N5O8S2 overall at a distorted geometry, computed with ωB97M-V/def2-TZVPD.

Output
- E_HOMO (Ha) = -0.415
- energy relative to the best compared isomer or geometry (same formula, charge and spin) (kJ/mol) = 0.00

The geometry in ORCA input format:
```
! RIJCOSX wB97M-V def2-TZVPD def2/J DEFGRID3
* xyz 1 1
C -0.975 -3.565 2.462
C -1.022 -3.647 0.940
N -0.775 -2.316 0.356
C 0.434 -1.966 -0.024
N 0.364 -0.723 -0.469
O 1.359 0.069 -0.954
C 2.526 0.102 -0.121
C 2.428 1.058 1.048
C 1.472 0.636 2.175
O 3.770 1.078 1.551
C -0.928 -0.269 -0.404
C -1.258 1.106 -0.882
C -2.583 1.704 -0.397
C -2.519 3.249 -0.490
C -3.076 3.921 0.754
F -3.321 5.218 0.477
F -4.215 3.341 1.155
C -2.049 3.930 1.904
F -1.719 2.682 2.286
F -2.569 4.562 2.958
F -0.935 4.560 1.540
C -1.665 -1.278 0.123
C -3.110 -1.412 0.459
C -4.067 -1.465 -0.756
C -5.223 -2.429 -0.460
C -6.090 -1.913 0.688
N -7.427 -1.502 0.206
C -8.158 -0.821 1.239
N -7.850 0.331 1.667
N -9.286 -1.482 1.821
H -0.003 -3.206 2.783
H -1.727 -2.864 2.813
H -1.132 -4.548 2.885
H -1.931 -4.094 0.561
H -0.193 -4.266 0.622
H 1.344 -2.529 0.020
H 3.321 0.458 -0.765
H 2.845 -0.880 0.219
H 2.213 2.072 0.719
H 0.949 1.521 2.528
H 0.699 -0.067 1.878
H 2.006 0.233 3.028
H 3.722 1.454 2.435
H -1.304 1.055 -1.970
H -0.433 1.777 -0.666
H -3.340 1.407 -1.104
H -2.839 1.411 0.608
H -1.505 3.604 -0.641
H -3.110 3.606 -1.325
H -3.388 -0.638 1.161
H -3.215 -2.350 1.001
H -3.558 -1.727 -1.676
H -4.543 -0.497 -0.843
H -4.846 -3.428 -0.255
H -5.832 -2.473 -1.359
H -6.180 -2.681 1.459
H -5.660 -1.038 1.160
H -7.963 -2.339 0.001
H -7.055 0.687 1.134
H -10.038 -1.493 1.140
H -9.049 -2.433 2.078
O 7.094 0.369 3.507
S 7.841 1.118 2.541
O 9.131 0.677 2.120
O 7.931 2.629 3.027
C 8.491 2.891 4.334
C 9.995 2.706 4.379
C 6.841 1.398 1.123
H 7.991 2.269 5.078
H 8.240 3.927 4.554
H 10.273 1.667 4.208
H 10.380 3.002 5.354
H 10.477 3.305 3.607
H 5.867 1.753 1.441
H 6.746 0.445 0.607
H 7.336 2.119 0.477
O -0.662 -1.015 -6.933
S 0.337 -1.892 -6.409
O 0.058 -2.693 -5.255
O 1.662 -1.048 -6.140
C 1.545 0.110 -5.296
C 1.346 -0.258 -3.838
C 0.967 -2.922 -7.685
H 0.738 0.751 -5.656
H 2.475 0.663 -5.418
H 0.396 -0.773 -3.694
H 1.345 0.633 -3.219
H 2.137 -0.930 -3.503
H 1.205 -2.312 -8.552
H 0.184 -3.638 -7.927
H 1.846 -3.443 -7.315
*
```

A 3-piece molecular cluster, C24H47N3O6 overall at a distorted geometry, computed with ωB97M-V/def2-TZVPD.

Output
- <S²> = 2.0089
- E_HOMO (alpha / beta) (Ha) = -0.319 / -0.342

The geometry in ORCA input format:
```
! RIJCOSX wB97M-V def2-TZVPD def2/J DEFGRID3
* xyz 0 3
N -2.102 4.615 -0.496
C -3.244 4.171 0.317
O -4.394 4.346 -0.171
O -3.182 3.617 1.619
C -2.021 2.768 1.815
C -2.355 1.209 1.474
C -1.718 0.859 0.041
C -2.748 0.976 -1.190
C -1.977 0.397 -2.496
O -2.663 -0.310 -3.281
O -0.599 0.677 -2.755
H -1.499 3.833 -0.782
H -1.577 5.386 -0.065
H -1.065 3.128 1.310
H -1.801 2.787 2.950
H -3.479 1.000 1.437
H -1.925 0.571 2.335
H -0.841 1.567 -0.186
H -1.318 -0.213 0.090
H -3.688 0.358 -0.984
H -3.011 2.061 -1.435
H -0.019 0.348 -2.031
C -0.019 1.106 8.468
C -0.028 0.580 7.010
C 1.219 -0.299 6.768
C 2.509 0.503 6.633
C 2.363 1.597 5.582
C 1.136 2.504 5.811
N -0.119 1.729 6.057
O -0.537 1.238 4.861
C 1.405 3.459 6.998
C 1.010 3.466 4.600
C -1.281 -0.332 6.958
H -0.683 1.967 8.582
H -0.369 0.343 9.169
H 0.974 1.382 8.822
H 1.084 -0.891 5.855
H 1.330 -1.022 7.583
H 2.796 0.935 7.596
H 3.325 -0.170 6.347
H 3.277 2.200 5.564
H 2.295 1.121 4.596
H 0.510 4.034 7.250
H 2.191 4.179 6.747
H 1.755 2.957 7.897
H 0.927 2.936 3.648
H 1.894 4.104 4.518
H 0.140 4.121 4.706
H -2.195 0.245 7.124
H -1.232 -1.103 7.734
H -1.377 -0.865 6.009
C -0.122 -2.184 -4.677
C 0.743 -1.779 -5.894
C -0.150 -1.595 -7.140
C -0.635 -2.912 -7.738
C 0.533 -3.855 -8.002
C 1.432 -4.073 -6.767
N 1.824 -2.793 -6.105
O 2.787 -2.216 -6.872
C 0.712 -4.993 -5.752
C 2.659 -4.915 -7.203
C 1.294 -0.393 -5.491
H 0.491 -2.629 -3.887
H -0.623 -1.320 -4.234
H -0.924 -2.878 -4.928
H 0.402 -1.046 -7.914
H -1.016 -0.974 -6.890
H -1.367 -3.387 -7.079
H -1.159 -2.710 -8.679
H 0.144 -4.815 -8.359
H 1.128 -3.444 -8.827
H 1.281 -5.072 -4.821
H 0.605 -6.006 -6.152
H -0.299 -4.674 -5.509
H 3.224 -4.449 -8.014
H 2.346 -5.896 -7.573
H 3.340 -5.084 -6.363
H 1.935 -0.467 -4.606
H 0.474 0.290 -5.248
H 1.865 0.092 -6.287
*
```

A 3-piece molecular cluster, C24H47N4O2S overall at a distorted geometry, computed with ωB97M-V/def2-TZVPD.

Output
- <S²> = 2.0084
- E_HOMO (alpha / beta) (Ha) = -0.354 / -0.400

The geometry in ORCA input format:
```
! RIJCOSX wB97M-V def2-TZVPD def2/J DEFGRID3
* xyz 1 3
S -3.855 -1.655 3.151
C -3.650 -3.187 3.240
N -3.478 -4.388 3.252
C -2.247 -5.102 3.444
C -0.946 -4.382 3.081
C -0.361 -3.424 4.130
C -0.507 -3.916 5.570
C -1.912 -4.401 5.858
N -2.200 -5.533 4.908
H -2.325 -6.037 2.892
H -0.211 -5.153 2.832
H -1.136 -3.838 2.156
H -0.794 -2.433 4.028
H 0.691 -3.293 3.895
H 0.196 -4.732 5.775
H -0.270 -3.114 6.267
H -2.041 -4.788 6.865
H -2.662 -3.633 5.678
H -3.064 -6.023 5.144
H -1.435 -6.207 4.997
C -1.262 0.182 0.576
C -0.111 -0.024 1.562
C 1.060 0.912 1.248
C 1.826 0.509 -0.006
C 2.304 -0.937 0.074
C 1.165 -1.932 0.332
N 0.392 -1.449 1.534
O 0.843 -1.876 2.652
C 0.274 -2.070 -0.906
C 1.717 -3.314 0.664
C -0.645 0.234 2.964
H -2.032 -0.580 0.713
H -1.703 1.160 0.775
H -0.955 0.180 -0.463
H 1.743 0.911 2.104
H 0.669 1.927 1.148
H 1.216 0.677 -0.894
H 2.686 1.169 -0.122
H 2.796 -1.232 -0.857
H 3.045 -1.036 0.873
H -0.679 -2.539 -0.656
H 0.790 -2.710 -1.622
H 0.077 -1.128 -1.407
H 2.415 -3.280 1.495
H 2.233 -3.696 -0.217
H 0.910 -4.005 0.918
H -1.368 -0.542 3.211
H -1.137 1.207 3.002
H 0.147 0.212 3.707
C -1.504 4.554 -3.801
C -0.225 4.517 -2.965
C 0.826 5.494 -3.507
C 1.457 5.039 -4.820
C 2.043 3.636 -4.691
C 1.030 2.600 -4.190
N 0.396 3.145 -2.936
O 1.074 2.913 -1.878
C -0.007 2.273 -5.268
C 1.736 1.299 -3.820
C -0.602 4.883 -1.533
H -2.189 3.763 -3.491
H -1.992 5.513 -3.630
H -1.337 4.464 -4.869
H 1.610 5.607 -2.753
H 0.349 6.471 -3.623
H 0.726 5.079 -5.631
H 2.251 5.734 -5.095
H 2.434 3.288 -5.650
H 2.883 3.662 -3.990
H -0.872 1.767 -4.836
H 0.455 1.602 -5.992
H -0.354 3.142 -5.818
H 2.536 1.465 -3.104
H 2.156 0.867 -4.729
H 1.029 0.586 -3.391
H -1.279 4.140 -1.111
H -1.111 5.848 -1.551
H 0.272 4.955 -0.893
*
```

A 8-piece molecular cluster, C24H47NO8S overall at a distorted geometry, computed with ωB97M-V/def2-TZVPD.

Output
- SMILES = O=S1(=O)CCCC1.CC(C)=O.CC(C)=O.CC(C)=O.CC(C)=O.CC(C)=O.CC(C)=O.CC#N
- E_HOMO (Ha) = -0.349

The geometry in ORCA input format:
```
! RIJCOSX wB97M-V def2-TZVPD def2/J DEFGRID3
* xyz 0 1
O -2.146 1.295 -4.370
S -2.005 0.474 -5.570
O -2.589 -0.862 -5.544
C -2.576 1.462 -7.099
C -1.441 1.146 -8.175
C -0.117 1.188 -7.405
C -0.270 0.314 -6.198
H -2.459 2.533 -6.931
H -3.615 1.207 -7.309
H -1.553 0.149 -8.603
H -1.452 1.824 -9.028
H 0.284 2.168 -7.149
H 0.612 0.747 -8.086
H 0.354 0.585 -5.346
H -0.250 -0.750 -6.434
C 6.156 -0.087 0.022
C 4.678 0.341 -0.098
C 4.270 1.684 0.559
O 3.845 -0.284 -0.728
H 6.586 0.326 0.934
H 6.630 0.297 -0.882
H 6.276 -1.169 0.070
H 4.237 1.670 1.649
H 3.283 1.895 0.147
H 4.949 2.488 0.273
C -3.493 -6.383 3.416
C -4.615 -6.498 2.392
C -4.684 -5.432 1.350
O -5.480 -7.324 2.439
H -3.426 -5.379 3.835
H -2.539 -6.725 3.015
H -3.738 -7.011 4.273
H -4.224 -5.839 0.450
H -4.042 -4.611 1.669
H -5.655 -4.970 1.167
C 1.548 -3.578 4.955
C 3.026 -3.942 4.689
C 3.576 -3.738 3.312
O 3.703 -4.401 5.582
H 1.090 -4.533 4.698
H 1.205 -2.738 4.351
H 1.296 -3.385 5.998
H 4.567 -4.190 3.273
H 3.750 -2.677 3.135
H 2.888 -4.151 2.574
C 2.016 5.238 5.809
C 2.956 6.247 6.347
C 3.060 6.397 7.848
O 3.514 7.080 5.639
H 1.172 5.082 6.481
H 2.581 4.306 5.776
H 1.599 5.390 4.814
H 3.197 7.354 8.352
H 3.891 5.757 8.145
H 2.164 5.994 8.320
C -4.212 8.334 -0.582
C -4.492 7.588 -1.856
C -3.576 6.414 -2.115
O -5.325 7.939 -2.657
H -3.175 8.665 -0.546
H -4.396 7.796 0.348
H -4.850 9.196 -0.391
H -3.554 5.901 -1.153
H -2.578 6.751 -2.396
H -4.002 5.659 -2.775
C -0.015 -4.608 -2.373
C 0.294 -6.012 -1.978
C 1.114 -6.916 -2.913
O 0.047 -6.350 -0.830
H 0.642 -4.206 -3.144
H -0.048 -3.921 -1.528
H -1.001 -4.671 -2.834
H 1.805 -7.577 -2.390
H 1.658 -6.235 -3.567
H 0.454 -7.474 -3.577
C -1.219 -0.185 1.014
C -1.283 1.242 1.168
N -1.283 2.380 1.297
H -1.869 -0.580 0.233
H -1.545 -0.665 1.937
H -0.181 -0.446 0.808
*
```